# 1
Below is a single C7H8 molecule, with properties calculated with the ωB97M-V functional and the def2-TZVPD basis.

Output
SMILES: C=C1CC1=C=CC
energy above the lowest of the compared OMol25 structures with the same formula, charge and spin: 135.4 kcal per mole
LUMO level: 0.4 eV
total energy: -271.315730 a.u.
charge: 0
orbital gap: 9.1 eV

```
15
Properties=species:S:1:pos:R:3:forces:R:3
C 1.60539 -1.84882 -0.61556 0.87 -1.11 -3.27
C 1.29996 -1.18150 0.43534 2.22 0.15 1.97
C 1.79479 -0.37887 1.63683 -0.68 -0.10 0.84
C 0.39026 -0.77759 1.40596 -2.68 0.36 -1.86
C -0.66050 -0.24835 0.86102 -3.59 1.16 1.16
C -1.76274 0.31685 0.37688 0.02 0.64 -0.36
C -1.65722 1.61251 -0.43544 0.00 -1.66 -2.01
H 2.66740 -1.95374 -0.91780 -0.84 0.18 0.06
H 0.83401 -2.20076 -1.36136 0.83 0.03 1.24
H 1.71527 0.71677 1.56752 1.38 -0.52 0.13
H 2.19647 -0.89474 2.51710 0.55 0.49 -0.57
H -2.82630 -0.01627 0.33994 1.23 -0.54 0.73
H -2.43959 2.33489 -0.43496 -1.15 0.12 0.81
H -1.60846 1.35381 -1.52191 0.07 0.00 0.58
H -0.79305 2.16152 -0.25749 1.79 0.80 0.56
```
Forces are in eV/Å.

# 2
Below is a single C7H8 molecule, with properties calculated with the ωB97M-V functional and the def2-TZVPD basis.

Output
SMILES: C#CC[C@H](C)C#C
energy above the lowest of the compared OMol25 structures with the same formula, charge and spin: 86.7 kcal per mole
LUMO level: 1.0 eV
total energy: -271.393262 a.u.
charge: 0
orbital gap: 10.9 eV

```
15
Properties=species:S:1:pos:R:3:forces:R:3
C -2.72660 0.88811 -0.62456 0.44 0.00 -0.13
C -1.55641 0.84914 -0.90262 -0.50 0.01 0.15
C -0.10498 0.69685 -1.01922 0.01 -0.02 -0.02
C 0.45140 0.20967 0.33912 0.02 -0.01 0.09
C 1.97185 0.03639 0.33156 0.11 0.01 -0.02
C -0.19404 -1.04592 0.74905 -0.19 -0.44 0.17
C -0.69323 -2.08710 1.08958 0.20 0.38 -0.12
H -3.75672 0.89021 -0.34927 0.10 0.07 -0.14
H 0.36970 1.64922 -1.28705 -0.10 -0.14 0.08
H 0.14500 -0.02190 -1.80944 -0.07 0.07 0.14
H 0.18438 0.97724 1.07708 0.04 -0.14 -0.05
H 2.27426 -0.69623 -0.42401 -0.04 0.11 0.09
H 2.47556 0.98639 0.12474 -0.09 -0.12 -0.01
H 2.30525 -0.32850 1.30751 0.00 0.07 -0.16
H -1.14542 -3.00358 1.39753 0.07 0.15 -0.06
```
Forces are in eV/Å.

# 3
Below is a molecular structure, C7H8AsBrN2O2ReS4, with properties calculated with the ωB97M-V functional and the def2-TZVPD basis.

Output
LUMO level: -13.6 eV
total energy: -7011.273124 a.u.
charge: +3
orbital gap: 5.5 eV

```
26
Properties=species:S:1:pos:R:3:forces:R:3
Re -0.54039 -0.86468 0.33388 -1.32 -0.46 1.44
N -1.22050 -0.24684 -1.79559 0.20 0.13 0.14
C -2.24374 -1.16973 -2.35557 0.16 0.06 0.05
C -2.36777 -2.40365 -1.49715 -0.42 -0.15 -0.40
O -3.02679 -3.34853 -1.61119 0.20 0.12 0.12
O -1.50115 -2.24703 -0.31216 0.64 0.23 0.00
H -1.57314 0.70777 -1.83494 -0.03 0.00 -0.07
H -0.40183 -0.26107 -2.40466 -0.02 0.07 -0.03
H -1.98621 -1.48857 -3.36634 -0.04 0.02 -0.01
H -3.22263 -0.69020 -2.39111 -0.01 -0.01 0.00
S -2.75595 -1.55283 4.98547 -0.13 -0.11 -0.01
As -1.51836 -0.88214 3.40166 0.13 0.24 0.49
S 0.03679 -1.95672 2.23153 0.01 0.29 -0.69
S -2.03276 0.26746 1.53065 0.38 -0.41 -0.63
S -1.21747 -0.02344 5.32620 0.01 0.05 0.03
Br 4.60250 3.29031 -0.37136 0.15 0.12 -0.03
C 3.19281 2.15838 -0.16346 -0.14 -0.09 0.01
C 3.39472 0.81161 0.18594 0.02 0.04 -0.01
C 2.31801 -0.00607 0.35402 -0.12 -0.02 -0.06
N 1.02315 0.43461 0.19407 0.28 -0.02 -0.45
C 0.83558 1.74901 -0.16938 -0.01 -0.08 0.06
C 1.87124 2.61458 -0.34271 0.06 -0.01 0.00
H 4.39212 0.41821 0.33077 0.00 0.00 0.01
H 2.45573 -1.04412 0.62716 0.00 -0.01 0.02
H -0.18574 2.08910 -0.27902 0.00 0.00 0.01
H 1.67177 3.64460 -0.60672 0.00 0.00 0.01
```
Forces are in eV/Å.

# 4
Below is 2 unconnected molecules or ions with the total composition C7H8BClFIO3, with properties calculated with the ωB97M-V functional and the def2-TZVPD basis.

Output
SMILES: COc1cc(Cl)ccc1F.OB(O)I
energy above the lowest of the compared OMol25 structures with the same formula, charge and spin: 0.0 kcal per mole
LUMO level: 0.3 eV
total energy: -1379.916630 a.u.
charge: 0
orbital gap: 8.8 eV

```
22
Properties=species:S:1:pos:R:3:forces:R:3
C -0.58545 -3.35297 -0.21643 -0.94 -1.33 -0.38
O -0.70392 -2.02914 -0.63968 0.45 0.49 -1.04
C -0.48611 -0.93246 0.07742 -0.11 2.64 0.95
C -0.68427 0.30857 -0.60296 -1.68 -0.50 0.30
C -0.71183 1.52127 0.10230 -0.47 -1.28 -0.72
Cl -1.56418 2.83195 -0.71864 0.38 0.03 0.61
C -0.31294 1.59565 1.42833 -0.09 4.07 0.83
C -0.04487 0.45582 2.12450 -0.75 -1.34 0.59
C -0.20287 -0.74965 1.45902 0.65 -1.49 -0.68
F 0.06947 -1.85701 2.20990 -0.33 0.01 -0.22
H -0.46665 -4.00421 -1.09040 -0.38 0.57 -0.41
H -1.57999 -3.63188 0.20763 1.18 -0.15 0.51
H 0.33743 -3.60267 0.28096 -0.08 0.36 1.20
H -1.11647 0.31641 -1.62918 0.72 -0.25 0.84
H -0.22016 2.67852 1.89352 -0.39 -2.56 -0.77
H 0.02965 0.33401 3.23135 0.48 0.62 -1.11
O 0.96485 2.30143 -2.13179 -0.56 0.91 -1.31
B 1.53563 2.25969 -0.90374 1.42 1.53 -0.10
O 1.92260 3.27658 -0.02272 -0.12 -2.64 -0.38
I 2.64190 0.47965 -0.51012 0.59 -0.52 0.06
H 0.56212 3.03343 -2.68615 0.88 -1.09 1.81
H 1.63190 4.13810 -0.19839 -0.84 1.92 -0.57
```
Forces are in eV/Å.

# 5
Below is a molecular structure, C7H8Br9F3O2, with properties calculated with the ωB97M-V functional and the def2-TZVPD basis.

Output
2S+1: 2
LUMO level (spin up / spin down): 1.6 / 1.6 eV
total energy: -23887.722430 a.u.
charge: -1
orbital gap (spin up / spin down): 3.2 / 7.5 eV

```
29
Properties=species:S:1:pos:R:3:forces:R:3
C -3.37690 2.72723 0.10081 -0.39 0.20 -0.31
Br -4.78425 2.03262 1.25674 0.36 0.08 -0.43
Br -3.20785 4.69971 0.48120 -0.09 -1.40 -0.61
Br -3.67795 2.20732 -1.80821 0.14 0.78 1.36
H -2.45474 2.21675 0.37854 -0.09 0.37 0.00
C 1.28901 2.26107 -0.83543 1.50 1.49 -0.51
Br 2.02848 2.51108 -2.67908 -0.74 -0.25 1.12
Br -0.03606 3.63365 -0.47784 0.04 -0.60 -0.17
Br 2.81796 2.66580 0.42215 -0.92 -0.71 -0.60
H 0.89272 1.25192 -0.72288 0.19 0.14 0.02
C 2.72650 -1.93033 -2.57165 -0.03 0.12 -0.41
Br 0.91864 -1.12666 -2.22504 -1.76 0.49 0.39
Br 3.06534 -3.71414 -1.76488 0.28 -1.24 0.54
Br 4.10731 -0.49752 -2.26221 0.95 0.37 -0.12
H 2.62726 -2.15274 -3.63410 0.47 0.20 -0.14
C 1.92403 -1.14991 1.54988 -0.65 0.55 -0.49
C 0.61991 -1.16000 2.33003 0.93 -0.99 0.00
O -0.42923 -1.72681 1.51251 -2.15 1.28 -1.30
C -1.23938 -0.83951 0.81592 3.13 1.76 2.73
O -1.13264 0.38439 0.95203 -0.81 -2.82 -0.96
C -2.32742 -1.54597 0.03553 -1.08 -0.49 -3.56
F -2.04109 -2.79734 -0.38089 0.37 0.89 0.68
F -3.44055 -1.60600 0.72457 -0.62 -0.03 1.25
F -2.69368 -0.85533 -1.12479 1.15 -0.47 1.61
H 1.90906 -0.17591 1.06078 1.16 0.02 0.06
H 1.98729 -1.87789 0.74109 -0.39 -0.23 0.14
H 2.72630 -1.40286 2.24304 0.29 0.77 -0.19
H 0.37493 -0.17902 2.73719 -0.27 -0.13 -0.23
H 0.82700 -1.85358 3.14498 -0.98 -0.15 0.12
```
Forces are in eV/Å.

# 6
Below is a single C7H8BrN3O molecule, with properties calculated with the ωB97M-V functional and the def2-TZVPD basis.

Output
SMILES: C=C(CCC=C=NNBr)N=C=O
energy above the lowest of the compared OMol25 structures with the same formula, charge and spin: 100.9 kcal per mole
LUMO level (spin up / spin down): -1.2 / -1.2 eV
total energy: -3084.875058 a.u.
charge: 0
orbital gap (spin up / spin down): 7.5 / 7.5 eV

```
20
Properties=species:S:1:pos:R:3:forces:R:3
C -0.91372 0.79019 1.29365 -1.31 2.44 2.84
C -0.37875 1.28007 0.20843 -0.13 1.91 -0.79
C -0.08007 0.48712 -1.05763 3.93 1.18 0.75
C -0.17641 -1.00449 -0.86517 -0.80 -1.62 -2.60
C 0.51259 -1.47251 0.32931 0.51 -3.05 0.38
C 1.44272 -0.76069 0.86338 1.67 -0.18 0.31
N 2.26339 -0.02317 1.33104 -0.90 0.98 0.92
N 3.46286 0.33760 1.48632 1.78 0.11 -0.87
Br 4.71609 -0.17652 -0.30706 -0.55 0.24 0.74
N -0.20499 2.70013 0.14840 0.15 -1.58 -0.23
C 0.40942 3.64304 -0.24833 -0.52 0.83 0.38
O 0.81485 4.71724 -0.48274 0.42 -0.38 -0.34
H -1.26811 1.30711 2.27019 0.97 -0.30 -2.18
H -1.10302 -0.20360 1.33850 -0.54 -2.78 0.09
H -0.66670 0.91253 -1.82226 -0.80 0.12 -1.13
H 1.07542 0.78282 -1.34601 -2.65 -0.76 0.57
H 0.29802 -1.65386 -1.77436 -1.23 1.79 1.77
H -1.23822 -1.32841 -0.78727 0.48 0.25 -0.28
H 0.42452 -2.57012 0.61901 0.04 1.64 -0.22
H 3.61298 1.36228 1.39605 -0.51 -0.86 -0.11
```
Forces are in eV/Å.

# 7
Below is a single C7H8BrP molecule, with properties calculated with the ωB97M-V functional and the def2-TZVPD basis.

Output
SMILES: C=[PH]=C=C/C=C\C=C\Br
energy above the lowest of the compared OMol25 structures with the same formula, charge and spin: 139.9 kcal per mole
LUMO level (spin up / spin down): -0.4 / -0.4 eV
total energy: -3186.661985 a.u.
charge: 0
orbital gap (spin up / spin down): 7.2 / 7.3 eV

```
17
Properties=species:S:1:pos:R:3:forces:R:3
C 0.67178 2.88448 1.45123 1.12 -1.57 -1.08
P 1.56954 1.66060 0.62538 -1.23 0.16 -0.02
C 0.93304 0.30727 -0.25136 0.62 0.92 -0.89
C 1.20762 -0.32998 -1.40501 0.84 1.71 1.63
C 0.48667 -1.55891 -1.61336 0.10 -1.53 -1.27
C -0.74155 -1.79366 -1.08722 3.23 1.66 -0.67
C -1.49237 -0.82384 -0.29186 0.29 -2.34 0.01
C -1.81840 -1.14602 0.93884 -0.43 0.14 1.14
Br -2.93605 -0.02522 1.95173 -0.36 0.23 0.24
H 1.30344 3.34026 2.17179 0.37 0.26 0.92
H 0.19711 3.56680 0.82307 -1.22 1.08 -0.80
H 2.17954 1.04494 1.66180 0.92 -0.63 0.90
H 2.05999 0.04279 -2.04616 -1.22 -0.71 0.38
H 1.07679 -2.29358 -2.25704 -1.40 0.65 0.89
H -1.17074 -2.69300 -1.29701 -1.25 -2.46 -0.43
H -2.00875 -0.17154 -0.92108 -0.66 1.94 -0.22
H -1.51765 -2.01139 1.54628 0.26 0.50 -0.72
```
Forces are in eV/Å.

# 8
Below is a single C7H8ClF molecule, with properties calculated with the ωB97M-V functional and the def2-TZVPD basis.

Output
2S+1: 3
LUMO level (spin up / spin down): 1.0 / -1.5 eV
total energy: -831.336365 a.u.
charge: 0
orbital gap (spin up / spin down): 8.3 / 7.5 eV

```
17
Properties=species:S:1:pos:R:3:forces:R:3
C 0.68312 0.51537 -1.63339 -0.84 1.63 -0.72
C 1.25958 1.69238 -0.91897 -0.43 -0.28 0.47
C 0.02794 -0.52997 -1.15935 0.68 -1.08 1.11
C 2.00155 1.45980 0.14775 1.12 1.59 -0.44
C 0.09434 -1.01400 0.31826 -0.01 1.14 -3.22
C 1.52129 -0.98990 0.68142 -0.39 -2.20 2.94
C -0.66741 0.07365 1.06158 -3.05 -3.58 -1.90
F 2.65608 2.26306 0.97313 -0.47 -0.06 -0.32
Cl 2.59117 -1.85108 -0.29064 0.76 -0.22 -0.39
H 0.54755 0.74907 -2.67677 -0.07 -0.17 -0.40
H 0.83282 2.70212 -1.19612 0.80 -1.05 0.34
H -0.53787 -1.17464 -1.80060 -0.06 -0.12 -0.63
H -0.39358 -2.04343 0.28654 0.53 1.15 0.70
H 1.78378 -1.07653 1.78581 -0.21 0.46 -1.44
H -0.63025 -0.31497 2.00898 -0.76 -0.13 2.97
H -1.71142 0.03991 0.58879 1.22 0.36 1.22
H -0.25513 0.99596 0.99404 1.19 2.57 -0.28
```
Forces are in eV/Å.